1.
ORCA calculation (ωB97M-V/def2-TZVPD) on a 6-piece molecular cluster, C26H55O19P overall in a non-equilibrium geometry.

Summary:
**F_max**: 7.37 eV/A
**E**: -76033.992 eV
**E_LUMO (spin up / spin down)**: -2.422 / -9.984 eV
**HOMO-LUMO gap (spin up / spin down)**: 0.363 / 0.085 Eh
**Charge**: +1
**2S+1**: 2

Geometry as XYZ:
```
101
Properties=species:S:1:pos:R:3:forces:R:3:mulliken_charge:R:1
C 2.051 0.685 7.522 -1.01 -0.07 -1.75 -0.854
C 0.946 0.496 6.422 -0.05 -0.65 -0.12 -0.463
O 0.118 -0.745 6.556 0.40 -0.95 -0.32 -0.313
P 0.216 -1.927 5.417 -0.10 0.51 -0.63 0.756
O -0.101 -1.475 4.032 0.16 -0.74 1.95 -0.707
O -0.734 -3.158 6.013 2.09 1.87 -0.48 -0.190
C -2.020 -3.349 5.438 -0.63 -1.26 1.73 -0.431
C -2.677 -4.487 6.339 0.03 0.41 -0.61 -0.933
O 1.718 -2.515 5.501 -2.22 0.27 -1.28 -0.243
C 2.250 -2.933 6.708 3.30 -0.33 0.80 0.114
C 3.776 -3.293 6.491 -0.33 0.98 -0.34 -1.350
H 1.503 1.175 8.327 0.65 -0.54 0.54 0.253
H 2.632 -0.214 7.726 -0.42 0.09 0.46 0.341
H 2.778 1.389 7.120 -0.11 0.23 -0.01 0.310
H 0.274 1.344 6.553 -0.31 -0.31 -0.15 0.354
H 1.233 0.486 5.371 0.65 0.23 0.19 0.370
H -2.565 -2.418 5.597 -0.36 -0.05 -0.37 0.283
H -1.936 -3.595 4.380 -0.16 -0.06 0.11 0.359
H -2.680 -4.228 7.398 0.08 0.54 0.00 0.397
H -3.706 -4.700 6.048 -0.20 0.34 -0.19 0.019
H -2.225 -5.479 6.345 0.58 0.21 -0.59 0.570
H 2.173 -2.069 7.368 0.00 -0.57 0.60 0.099
H 1.862 -3.858 7.135 -0.87 0.26 -0.16 0.197
H 4.198 -3.664 7.425 -0.06 -0.34 -0.19 0.383
H 3.987 -3.914 5.621 -0.70 -0.92 0.39 0.373
H 4.426 -2.479 6.168 -0.40 0.86 0.50 0.343
C -3.518 -8.280 8.329 0.07 -1.15 0.29 -0.943
C -4.145 -8.870 7.039 0.17 2.46 0.43 -0.253
O -3.787 -7.955 5.893 -0.17 -0.14 -0.33 -0.347
C -4.672 -7.072 5.309 0.26 -2.60 1.69 0.866
O -5.798 -6.913 5.699 -0.75 0.65 0.29 -0.628
O -4.119 -6.522 4.275 1.48 0.06 -1.14 -0.289
C -4.925 -5.846 3.301 -0.84 0.14 0.54 -0.647
H -3.852 -8.917 9.147 -1.13 0.38 0.27 0.380
H -3.736 -7.221 8.473 -0.30 -0.20 0.06 0.130
H -2.476 -8.443 8.604 0.60 0.26 -1.40 0.329
H -5.225 -8.835 7.180 0.01 -0.01 -0.28 0.296
H -3.843 -9.903 6.867 0.28 0.39 -0.60 0.302
H -5.718 -6.508 2.951 0.06 -0.03 0.03 0.330
H -4.319 -5.526 2.453 0.26 -0.19 0.44 0.238
H -5.390 -4.994 3.796 -0.04 0.15 -0.24 0.270
C -5.494 -2.635 7.845 0.06 1.72 -0.30 -0.956
C -6.206 -4.008 8.000 2.04 -0.65 0.98 0.113
O -7.432 -3.737 8.475 -2.73 0.80 -0.74 -0.109
C -7.890 -4.046 9.701 -2.03 -0.79 3.43 0.668
O -7.295 -4.662 10.527 0.93 -0.14 -0.24 -0.421
O -9.162 -3.647 9.868 1.20 1.52 -3.82 -0.338
C -9.947 -3.657 11.009 0.10 -1.32 2.65 0.055
H -6.059 -1.897 7.276 -0.10 -0.44 -0.47 0.397
H -4.512 -2.789 7.396 -0.13 -0.31 -0.04 0.094
H -5.390 -2.132 8.806 0.12 -0.58 0.33 0.361
H -5.614 -4.568 8.724 -0.14 -0.28 -0.11 0.319
H -6.326 -4.524 7.048 0.05 0.09 -0.49 0.249
H -9.422 -3.300 11.896 0.36 0.38 -0.11 -0.015
H -10.126 -4.701 11.268 -0.08 -0.39 -0.04 0.113
H -10.932 -3.192 10.979 0.26 0.36 -1.05 0.303
C -8.275 -12.182 12.812 -0.42 0.25 0.61 -1.020
C -9.546 -11.755 13.548 0.89 0.75 0.24 -0.229
O -9.718 -10.363 13.215 -0.61 1.97 -0.56 -0.347
C -9.210 -9.320 13.887 1.24 0.25 2.89 0.622
O -8.586 -9.362 14.972 -1.85 0.07 -3.27 -0.589
O -9.509 -8.150 13.213 -0.14 -0.82 0.75 -0.227
C -9.437 -6.833 13.872 0.44 -1.03 -0.47 -0.222
H -8.065 -13.228 13.036 0.30 0.10 -0.19 0.358
H -7.512 -11.504 13.195 0.37 -0.43 0.20 0.283
H -8.295 -11.973 11.742 -0.45 -0.35 -0.01 0.299
H -9.433 -11.806 14.631 0.15 -0.27 -0.01 0.323
H -10.477 -12.248 13.268 0.18 0.09 -0.22 0.272
H -8.518 -6.342 13.550 -0.03 -0.03 0.01 0.309
H -9.448 -6.840 14.962 0.05 -0.60 -0.14 0.436
H -10.305 -6.287 13.502 0.13 -0.18 -0.08 -0.293
C -7.431 -0.680 12.867 -0.46 -0.04 1.90 -0.911
C -7.724 -1.533 14.141 0.74 0.73 -0.52 -0.420
O -9.060 -2.030 14.016 -1.06 -0.66 -0.22 -0.273
C -9.390 -3.109 14.721 1.07 -2.55 1.27 0.797
O -8.555 -3.780 15.377 -3.29 1.79 -1.81 -0.609
O -10.754 -3.402 14.494 3.63 1.38 -0.08 -0.203
C -11.335 -4.529 15.102 -0.54 -0.89 0.07 -0.101
H -8.191 0.098 12.939 -0.17 -0.05 -0.84 0.316
H -7.434 -1.254 11.940 -0.14 0.12 0.09 0.093
H -6.496 -0.136 13.000 0.20 -0.33 -0.10 0.406
H -7.754 -0.886 15.018 0.32 0.08 -0.03 0.351
H -6.993 -2.320 14.324 -0.30 -0.16 -0.13 0.366
H -11.913 -4.186 15.960 -0.11 -0.30 -0.11 0.376
H -10.693 -5.371 15.361 0.53 0.83 0.45 0.307
H -11.937 -4.973 14.309 -0.57 0.37 0.34 -0.324
C -13.153 -7.388 11.801 1.90 0.22 0.15 -1.483
C -13.035 -5.884 12.062 -0.87 -1.91 2.17 1.146
O -13.977 -5.349 11.227 -1.58 -0.88 -2.11 -0.251
C -14.017 -4.099 11.053 2.52 6.91 0.49 0.809
O -13.322 -3.220 11.661 -1.74 -2.91 -1.18 -0.672
O -14.766 -3.756 10.016 -1.48 -1.92 0.01 -0.362
C -15.118 -2.457 9.634 0.57 2.17 -0.05 -0.686
H -14.127 -7.792 11.524 0.10 0.52 -0.06 0.368
H -12.758 -7.965 12.637 -0.04 0.04 0.10 0.337
H -12.392 -7.465 11.024 -0.47 -1.07 -0.51 0.359
H -12.023 -5.529 11.867 -0.19 0.23 0.17 -0.669
H -13.418 -5.648 13.055 0.76 0.16 0.35 0.174
H -16.118 -2.294 9.234 -0.11 -1.37 -0.26 0.298
H -14.399 -2.135 8.881 -0.06 0.09 -0.03 0.278
H -15.140 -1.688 10.407 0.70 -0.46 0.63 0.303
```
Positions in Å, forces in eV/Å.

=====

2.
ORCA calculation (ωB97M-V/def2-TZVPD) on a 7-piece molecular cluster, C26H56ClN6O10 overall in a non-equilibrium geometry.

Summary:
**F_max**: 6.09 eV/A
**E**: -69788.931 eV
**E_LUMO (spin up / spin down)**: 2.269 / 1.398 eV
**HOMO-LUMO gap (spin up / spin down)**: 0.327 / 0.295 Eh
**Energy relative to the best compared isomer or geometry (same formula, charge and spin)**: 290.71 kcal per mole
**Charge**: -1
**2S+1**: 3

Geometry as XYZ:
```
99
Properties=species:S:1:pos:R:3:forces:R:3:mulliken_charge:R:1
Cl -9.473 -3.061 -14.311 -0.05 0.63 1.07 1.750
O -9.391 -4.327 -15.038 0.85 2.20 1.53 -1.207
O -8.306 -2.627 -13.558 -1.22 -1.63 -2.78 -0.805
O -9.944 -2.033 -15.257 -0.10 -3.48 1.77 -0.329
O -10.477 -3.279 -13.358 -1.62 0.18 1.72 -1.479
C -7.847 0.635 -10.222 0.53 1.29 -1.64 -1.784
C -7.536 0.435 -11.791 -0.47 -2.21 1.94 1.343
C -8.914 0.069 -12.437 0.43 0.39 0.36 -1.888
C -8.908 -0.015 -13.911 1.23 0.18 -2.00 1.824
C -8.230 1.176 -14.524 -0.43 0.98 -0.36 -2.045
C -6.868 1.576 -13.975 0.38 0.14 -1.80 1.628
N -6.915 1.577 -12.468 4.67 1.25 1.79 0.455
O -5.730 2.133 -11.755 -4.77 -2.25 -3.05 -0.506
C -5.775 0.672 -14.789 0.86 0.07 2.69 -1.570
C -6.578 2.986 -14.514 0.57 0.13 0.62 -1.780
C -6.655 -0.887 -11.795 0.22 2.26 -0.72 -1.079
H -8.522 1.483 -10.105 -0.27 -0.04 0.02 0.480
H -6.953 0.921 -9.667 0.15 -0.34 -0.12 0.370
H -8.302 -0.266 -9.810 0.06 0.05 -0.20 0.342
H -9.201 -0.931 -12.110 -0.22 0.28 0.78 0.046
H -9.648 0.836 -12.190 -0.16 -0.10 0.55 0.611
H -9.890 -0.094 -14.378 -0.09 0.45 1.16 0.959
H -8.409 -0.910 -14.281 0.28 0.94 0.40 -0.799
H -8.947 1.996 -14.481 0.08 0.56 0.50 0.537
H -8.070 1.116 -15.600 -0.01 -0.38 0.15 0.538
H -5.735 -0.365 -14.453 -0.49 -0.18 -0.16 0.152
H -5.675 0.715 -15.873 -1.16 0.31 0.00 0.397
H -4.794 1.028 -14.475 0.18 0.24 0.27 0.498
H -6.293 2.927 -15.565 -0.28 -0.04 -0.03 0.404
H -7.408 3.683 -14.401 -0.05 -0.09 0.11 0.369
H -5.707 3.381 -13.991 -0.03 0.12 0.08 0.436
H -5.587 -0.671 -11.761 0.04 0.24 0.05 -0.020
H -6.838 -1.526 -12.659 0.35 1.98 -0.48 0.415
H -6.897 -1.589 -10.998 0.19 2.43 0.05 0.902
C -6.996 -3.290 -11.331 -0.23 -3.81 -0.46 -2.300
C -7.534 -4.767 -11.623 -1.64 0.82 2.50 1.923
C -9.098 -4.727 -11.301 0.09 -0.68 -0.46 -0.863
C -9.848 -6.051 -11.656 0.96 1.43 -0.84 -1.544
C -9.533 -6.372 -13.135 2.20 0.38 1.88 -1.176
C -7.977 -6.409 -13.473 -2.24 -2.78 -1.36 1.782
N -7.350 -5.171 -13.013 5.50 -0.41 -0.11 0.982
O -5.957 -5.024 -13.335 -4.77 -0.69 0.46 -0.664
C -7.490 -7.755 -12.887 1.66 -0.68 0.81 -2.070
C -7.938 -6.603 -15.055 0.65 1.89 0.64 -0.803
C -6.937 -5.671 -10.495 0.19 -0.56 -0.42 -1.842
H -7.595 -2.835 -10.543 -0.96 -0.47 -0.39 0.975
H -6.966 -2.729 -12.265 0.01 -2.12 1.44 -0.304
H -6.037 -3.266 -10.814 0.52 -0.51 -0.58 0.445
H -9.253 -4.483 -10.250 0.29 -0.03 0.14 0.829
H -9.591 -3.940 -11.872 0.53 -0.25 0.52 -0.203
H -10.922 -5.868 -11.648 -0.14 -0.04 0.47 0.597
H -9.594 -6.857 -10.967 -0.04 -0.11 -0.13 0.369
H -9.953 -5.592 -13.770 2.16 -0.56 2.83 -0.152
H -9.978 -7.355 -13.290 0.33 0.08 -0.74 1.226
H -6.481 -7.704 -12.477 0.19 0.40 0.05 0.458
H -8.047 -8.265 -12.101 -0.57 0.73 0.30 0.296
H -7.372 -8.578 -13.592 -0.27 0.44 -0.74 0.466
H -8.218 -5.614 -15.417 0.26 -1.06 -0.37 -0.458
H -6.951 -6.770 -15.487 0.18 -0.30 0.48 0.558
H -8.627 -7.340 -15.468 -0.09 -0.12 0.58 0.322
H -5.926 -6.044 -10.654 0.40 0.83 -0.16 0.407
H -7.416 -6.622 -10.264 -0.82 0.12 -0.32 0.326
H -7.022 -5.064 -9.593 0.35 -0.10 0.07 0.435
O -8.477 -4.688 -19.047 0.23 0.51 0.20 -0.818
C -8.628 -4.222 -17.910 4.48 -2.07 -1.86 0.672
N -9.782 -4.046 -17.398 0.26 3.44 -1.22 0.187
C -7.393 -3.994 -16.980 0.60 -1.10 -0.09 -1.055
H -10.620 -4.092 -17.960 1.29 0.62 -0.75 0.182
H -9.844 -3.689 -16.455 0.05 -0.10 -1.52 -0.651
H -6.700 -4.829 -16.876 -0.35 -0.37 -0.64 0.349
H -7.684 -3.766 -15.955 0.62 -0.21 -0.57 0.397
H -6.851 -3.137 -17.380 0.52 -1.55 0.26 0.569
O -8.338 0.371 -18.265 0.67 0.64 -0.49 -0.761
C -8.683 -0.349 -17.346 0.56 -0.60 -1.38 -0.599
N -9.794 -0.143 -16.677 -1.15 0.66 0.01 0.016
C -7.937 -1.627 -17.049 -0.28 1.74 -0.20 -0.581
H -10.309 0.699 -16.894 0.04 -0.14 0.27 0.246
H -9.872 -0.716 -15.849 -0.70 1.17 -0.73 0.114
H -6.981 -1.397 -16.579 0.09 0.18 -0.05 0.013
H -7.739 -2.075 -18.023 -0.31 0.90 0.02 1.269
H -8.439 -2.358 -16.415 0.34 1.61 -0.97 -0.125
O -13.520 -5.983 -15.601 1.15 0.47 -1.16 -0.756
C -12.327 -5.617 -15.582 -3.75 -1.63 -0.31 -0.365
N -11.541 -6.223 -14.675 0.17 1.27 -1.45 -0.131
C -11.699 -4.656 -16.559 -1.82 -2.38 1.34 -0.973
H -11.863 -6.961 -14.064 -0.24 0.48 -0.21 0.402
H -10.680 -5.726 -14.499 -1.79 -1.25 -1.39 0.497
H -10.740 -5.102 -16.823 -1.71 -1.12 1.24 0.531
H -11.562 -3.656 -16.149 0.11 -1.22 -0.63 0.648
H -12.228 -4.567 -17.508 -0.77 -0.25 0.31 0.604
O -14.728 -2.343 -15.243 0.94 0.37 -0.35 -0.755
C -13.927 -3.085 -14.671 -2.93 0.11 -0.35 0.660
N -12.613 -2.994 -14.708 -0.13 1.11 0.36 0.028
C -14.518 -4.212 -13.901 0.79 -0.96 0.89 -0.869
H -12.204 -2.377 -15.395 -0.19 0.44 0.71 0.167
H -12.014 -3.515 -14.084 -0.44 0.24 -0.33 -0.015
H -13.744 -4.953 -13.699 -0.10 0.10 0.60 0.190
H -15.205 -4.783 -14.524 -0.30 0.58 0.22 0.263
H -14.926 -3.836 -12.963 -0.33 -0.07 -0.13 0.269
```
Positions in Å, forces in eV/Å.

=====

> Which formula does entry 1 have?

C26H55O19P

=====

> The lowest F_max belongs to which entry?

C26H56ClN6O10

=====

> Which of these has the lowest charge?

C26H56ClN6O10

=====

> Which of these has the highest charge?

C26H55O19P